Formula: CH2NO4P
Source: OMol25
Level of theory: ωB97M-V/def2-TZVPD

Each line ends with the Löwdin charge.
Positions of all 9 atoms, in Å:
P  -3.52119  0.14170  0.01282  0.198
O  -3.46749  0.77958  1.35227  -0.421
O  -3.59174  0.97112  -1.21718  -0.424
O  -3.84968  -1.30710  -0.07831  -0.431
O  1.65846  1.00043  -0.22538  -0.236
N  -0.19742  -0.40189  -0.34854  -0.028
C  0.72312  0.29856  0.23088  -0.715
H  -0.14899  -0.28416  -1.36784  -0.010
H  0.65978  0.20469  1.35966  0.067

Max |F| (eV/A): 0.995
Spin multiplicity: 1
Calculated total energy (eV): -20040.2741
Frontier orbital gap (eV): 7.4
Energy above the lowest of the compared OMol25 structures with the same formula, charge and spin (kcal/mol): 17.2
Net charge: -2
LUMO level (eV): 6.998